# C5H8N2

C5H8N2 in the gas phase in a non-equilibrium geometry (the ωB97M-V functional and the def2-TZVPD basis, the Open Molecules 2025 dataset).

The HOMO energy is -7.14 eV. The orbital gap is 8.22 eV. The energy relative to the best compared isomer or geometry (same formula, charge and spin) is 34.25 kcal per mole. The calculation puts the LUMO energy at 1.076 eV. The total charge is 0. The value obtained for the total energy is -8293.5112 eV. Its SMILES is CNc1cc[nH]c1. The largest force on an atom comes out at 0.07696 Eh/bohr.

Last columns: bonded neighbours and bond lengths (Å).
CARTESIAN COORDINATES (ANGSTROEM)
1 C -2.359 0.295 -0.104  N2 1.416, H8 1.138, H9 1.076, H10 1.080
2 N -1.294 -0.632 0.002  C1 1.416, C3 1.394, H11 1.064
3 C 0.065 -0.334 -0.085  N2 1.394, C4 1.357, C7 1.427
4 C 1.104 -1.203 -0.182  C3 1.357, C5 1.380, H12 1.035
5 C 2.285 -0.511 -0.007  C4 1.380, N6 1.332, H13 1.076
6 N 2.009 0.792 0.004  C5 1.332, C7 1.362, H14 1.045
7 C 0.658 0.964 -0.040  C3 1.427, N6 1.362, H15 1.107
8 H -2.479 0.816 0.901  C1 1.138
9 H -2.435 1.092 -0.823  C1 1.076
10 H -3.233 -0.336 -0.172  C1 1.080
11 H -1.442 -1.445 0.671  N2 1.064
12 H 1.093 -2.237 -0.213  C4 1.035
13 H 3.306 -0.788 0.188  C5 1.076
14 H 2.641 1.618 -0.103  N6 1.045
15 H 0.080 1.908 -0.035  C7 1.107



# C5H12N2O

3 unconnected molecules or ions with the total composition C5H12N2O (the ωB97M-V functional and the def2-TZVPD basis, the Open Molecules 2025 dataset).

The HOMO energy is -7.36 eV. The orbital gap is 7.44 eV. The energy relative to the best compared isomer or geometry (same formula, charge and spin) is 127.91 kcal per mole. The calculation puts the LUMO energy at 0.082 eV. The total charge is 0. The value obtained for the total energy is -10402.8771 eV. The largest force on an atom comes out at 0.01231 Eh/bohr.

Last columns: bonded neighbours and bond lengths (Å).
CARTESIAN COORDINATES (ANGSTROEM)
1 C 0.956 -1.537 -1.360  N4 1.300, H7 1.079, H8 1.082
2 C -0.434 -0.827 0.640  C3 1.512, H9 1.090, H10 1.089
3 C 0.438 -0.439 1.812  C2 1.512, H11 1.097, H12 1.092, H13 1.097
4 N 1.664 -0.572 -1.866  C1 1.300, H5 1.012, H6 1.093
5 H 2.592 -0.400 -1.502  N4 1.012
6 H 1.006 0.245 -2.174  N4 1.093
7 H -0.041 -1.669 -1.750  C1 1.079
8 H 1.420 -2.321 -0.776  C1 1.082
9 H -0.368 -1.894 0.425  C2 1.090
10 H -1.493 -0.637 0.804  C2 1.089
11 H 1.504 -0.524 1.567  C3 1.097
12 H 0.256 0.594 2.116  C3 1.092
13 H 0.262 -1.072 2.690  C3 1.097
14 C -0.307 1.010 -0.607  C15 1.485, O17 1.277, H19 1.100
15 C -1.521 1.585 0.025  C14 1.485, N16 1.270, H20 1.096
16 N -1.447 2.293 1.077  C15 1.270, H18 1.020
17 O -0.304 0.931 -1.882  C14 1.277
18 H -2.368 2.625 1.365  N16 1.020
19 H 0.631 1.239 -0.080  C14 1.100
20 H -2.447 1.371 -0.523  C15 1.096



# CH2O2S

CH2O2S in the gas phase in a non-equilibrium geometry (the ωB97M-V functional and the def2-TZVPD basis, the Open Molecules 2025 dataset).

The HOMO energy is -9.44 eV. The orbital gap is 9.54 eV. The energy relative to the best compared isomer or geometry (same formula, charge and spin) is 96.41 kcal per mole. The calculation puts the LUMO energy at 0.098 eV. The total charge is 0. The value obtained for the total energy is -15995.7544 eV. Its SMILES is OOC=S. The largest force on an atom comes out at 0.07233 Eh/bohr.

Last columns: bonded neighbours and bond lengths (Å).
CARTESIAN COORDINATES (ANGSTROEM)
1 O -0.377 0.108 -1.467  O2 1.429, H5 0.992
2 O 0.487 -0.067 -0.341  O1 1.429, C3 1.405
3 C -0.054 0.106 0.944  O2 1.405, S4 1.565, H6 1.030
4 S 0.982 0.014 2.114  C3 1.565
5 H 0.042 -0.336 -2.249  O1 0.992
6 H -1.080 0.174 0.998  C3 1.030



# C4H4N2

2 unconnected molecules or ions with the total composition C4H4N2 in a non-equilibrium geometry (the ωB97M-V functional and the def2-TZVPD basis, the Open Molecules 2025 dataset).

The HOMO energy is -10.81 eV. The orbital gap is 10.70 eV. The energy relative to the best compared isomer or geometry (same formula, charge and spin) is 81.73 kcal per mole. The calculation puts the LUMO energy at -0.104 eV. The total charge is 0. The value obtained for the total energy is -7189.1446 eV. The largest force on an atom comes out at 0.02521 Eh/bohr.

Last columns: bonded neighbours and bond lengths (Å).
CARTESIAN COORDINATES (ANGSTROEM)
1 N -1.154 -0.941 -0.304  C2 1.275, H8 1.019
2 C -0.285 -0.937 0.629  N1 1.275, C3 1.439, H9 1.093
3 C 1.071 -0.521 0.384  C2 1.439, C4 1.205
4 C 2.221 -0.202 0.219  C3 1.205, H10 1.069
5 C -0.686 2.649 -0.419  N6 1.174
6 N -0.853 1.659 -1.027  C5 1.174, H7 1.021
7 H -0.973 0.667 -1.235  N6 1.021
8 H -2.067 -1.232 0.042  N1 1.019
9 H -0.513 -1.226 1.658  C2 1.093
10 H 3.238 0.083 0.054  C4 1.069



# H28O18S

15 unconnected molecules or ions with the total composition H28O18S in a non-equilibrium geometry (the ωB97M-V functional and the def2-TZVPD basis, the Open Molecules 2025 dataset).

The HOMO energy is -4.06 eV. The orbital gap is 9.04 eV. The energy relative to the best compared isomer or geometry (same formula, charge and spin) is 228.97 kcal per mole. The calculation puts the LUMO energy at 4.979 eV. The total charge is -2. The value obtained for the total energy is -48141.6663 eV. The largest force on an atom comes out at 0.20927 Eh/bohr.

Last columns: bonded neighbours and bond lengths (Å).
CARTESIAN COORDINATES (ANGSTROEM)
1 S 0.021 -0.503 -0.038  O2 1.472, O3 1.441, O4 1.411, O5 1.523
2 O 0.743 0.067 -1.187  S1 1.472
3 O -1.096 0.354 0.271  S1 1.441
4 O -0.372 -1.839 -0.265  S1 1.411
5 O 1.024 -0.407 1.104  S1 1.523
6 O -0.461 2.355 1.242  H7 1.020, H8 0.982
7 H 0.448 1.933 1.434  O6 1.020
8 H -0.839 1.618 0.715  O6 0.982
9 O 0.348 -0.974 -3.378  H10 0.944, H11 1.013
10 H 0.516 -1.865 -3.116  O9 0.944
11 H 0.427 -0.409 -2.541  O9 1.013
12 O 3.359 -1.442 1.095  H13 1.004, H14 0.959
13 H 2.544 -0.912 1.345  O12 1.004
14 H 4.093 -0.899 1.389  O12 0.959
15 O 0.581 2.640 -1.510  H16 0.854, H17 0.885
16 H 0.868 2.905 -2.269  O15 0.854
17 H 0.691 1.796 -1.266  O15 0.885
18 O -2.145 -0.470 2.294  H19 0.997, H20 1.071
19 H -1.359 -0.336 2.892  O18 0.997
20 H -1.858 0.066 1.412  O18 1.071
21 O -1.820 1.696 -2.634  H22 1.045, H23 0.944
22 H -2.325 1.100 -1.940  O21 1.045
23 H -0.956 1.964 -2.365  O21 0.944
24 O 0.521 -1.435 2.993  H25 1.154, H26 0.906
25 H 0.160 -0.559 3.652  O24 1.154
26 H 0.794 -1.223 2.156  O24 0.906
27 O 0.644 -3.601 -2.198  H28 1.068, H29 0.951
28 H -0.297 -4.050 -2.430  O27 1.068
29 H 0.293 -3.087 -1.479  O27 0.951
30 O -2.619 -2.054 -1.356  H31 0.865, H32 1.034
31 H -3.173 -2.259 -0.724  O30 0.865
32 H -1.815 -2.138 -0.711  O30 1.034
33 O -1.823 4.094 0.215  H34 1.133, H35 0.952
34 H -1.214 3.213 0.586  O33 1.133
35 H -2.269 4.410 0.995  O33 0.952
36 O -0.062 -3.905 1.411  H37 1.046, H38 1.106
37 H -0.221 -3.071 0.800  O36 1.046
38 H 1.043 -3.927 1.379  O36 1.106
39 O 2.028 1.668 1.901  H40 0.948, H41 0.926
40 H 1.861 0.842 1.467  O39 0.948
41 H 2.883 1.903 1.633  O39 0.926
42 O 3.413 0.445 -1.264  H43 0.868, H44 1.026
43 H 3.704 0.603 -2.066  O42 0.868
44 H 2.409 0.381 -1.064  O42 1.026
45 O -3.276 1.702 0.485  H46 0.866, H47 1.063
46 H -2.985 2.499 0.656  O45 0.866
47 H -2.415 1.115 0.275  O45 1.063



Q: The highest energy relative to the best compared isomer or geometry (same formula, charge and spin) belongs to which entry?
A: H28O18S



Q: What is the orbital gap in the first record?
A: 8.22 eV



Copy entry 2 word for word.
# C5H12N2O

3 unconnected molecules or ions with the total composition C5H12N2O (the ωB97M-V functional and the def2-TZVPD basis, the Open Molecules 2025 dataset).

The HOMO energy is -7.36 eV. The orbital gap is 7.44 eV. The energy relative to the best compared isomer or geometry (same formula, charge and spin) is 127.91 kcal per mole. The calculation puts the LUMO energy at 0.082 eV. The total charge is 0. The value obtained for the total energy is -10402.8771 eV. The largest force on an atom comes out at 0.01231 Eh/bohr.

Last columns: bonded neighbours and bond lengths (Å).
CARTESIAN COORDINATES (ANGSTROEM)
1 C 0.956 -1.537 -1.360  N4 1.300, H7 1.079, H8 1.082
2 C -0.434 -0.827 0.640  C3 1.512, H9 1.090, H10 1.089
3 C 0.438 -0.439 1.812  C2 1.512, H11 1.097, H12 1.092, H13 1.097
4 N 1.664 -0.572 -1.866  C1 1.300, H5 1.012, H6 1.093
5 H 2.592 -0.400 -1.502  N4 1.012
6 H 1.006 0.245 -2.174  N4 1.093
7 H -0.041 -1.669 -1.750  C1 1.079
8 H 1.420 -2.321 -0.776  C1 1.082
9 H -0.368 -1.894 0.425  C2 1.090
10 H -1.493 -0.637 0.804  C2 1.089
11 H 1.504 -0.524 1.567  C3 1.097
12 H 0.256 0.594 2.116  C3 1.092
13 H 0.262 -1.072 2.690  C3 1.097
14 C -0.307 1.010 -0.607  C15 1.485, O17 1.277, H19 1.100
15 C -1.521 1.585 0.025  C14 1.485, N16 1.270, H20 1.096
16 N -1.447 2.293 1.077  C15 1.270, H18 1.020
17 O -0.304 0.931 -1.882  C14 1.277
18 H -2.368 2.625 1.365  N16 1.020
19 H 0.631 1.239 -0.080  C14 1.100
20 H -2.447 1.371 -0.523  C15 1.096